[1]
Formula: C8H7N
Source: OMol25
Level of theory: ωB97M-V/def2-TZVPD

Structure (SMILES) = C[C@@]12C[C@H]3C=NC4=C1[C@]432
Strongest force on any atom = 4.10 eV/Å
ΔE to the lowest compared entry with this formula, charge and spin = 705.44 kJ/mol
E_HOMO (spin up / spin down) = -7.679 / -7.679 eV
E_LUMO (spin up / spin down) = -0.26 / -0.26 eV

The geometry in ORCA input format:
```
! wB97M-V def2-TZVPD RIJCOSX def2/J DEFGRID3
* xyz 0 1
C 1.574 1.294 0.263
C 0.140 0.856 0.191
C -0.463 -0.415 0.925
C -1.460 -0.648 -0.302
C -2.897 -0.259 -0.459
N -3.091 1.015 -0.695
C -1.757 1.523 -0.749
C -0.891 1.878 0.199
C -0.760 0.470 -1.003
H 1.830 1.379 1.295
H 1.690 2.153 -0.422
H 2.183 0.480 -0.105
H -1.178 -0.119 1.840
H 0.217 -1.235 1.075
H -1.316 -1.669 -0.723
H -3.705 -0.971 -0.219
*
```

Results of the natural (NBO) charge analysis, in e, for atoms 1 through 6: number 1, C, carries -0.611; number 2, C, carries -0.079; number 3, C, carries -0.367; number 4, C, carries -0.381; number 5, C, carries 0.130; number 6, N, carries -0.371

***

[2]
Formula: C34H34AuN4P2S
Source: OMol25
Level of theory: ωB97M-V/def2-TZVPD

Strongest force on any atom = 2.14 eV/Å
Expectation value of S² = 2.0513
E_HOMO (spin up / spin down) = -15.909 / -16.075 eV
E_LUMO (spin up / spin down) = -7.69 / -11.67 eV

The geometry in ORCA input format:
```
! wB97M-V def2-TZVPD RIJCOSX def2/J DEFGRID3
* xyz 3 3
Au -1.669 -0.597 -0.391
C 1.474 -1.014 2.734
N 0.386 -0.717 1.807
P 0.543 -1.047 0.128
C 0.942 -2.796 -0.101
C -0.001 -3.611 -0.730
C 0.304 -4.930 -1.011
C 1.546 -5.440 -0.656
C 2.478 -4.637 -0.012
C 2.188 -3.315 0.267
C 2.032 -0.116 -0.311
C 3.010 -0.656 -1.150
C 4.225 -0.002 -1.281
C 4.465 1.178 -0.589
C 3.461 1.756 0.178
C 2.235 1.128 0.295
P -1.217 -0.405 2.287
C -1.502 1.394 2.279
C -0.527 2.328 2.617
C -0.879 3.667 2.666
C -2.169 4.072 2.353
C -3.138 3.135 2.022
C -2.802 1.795 1.973
C -1.372 -1.014 3.971
C -1.915 -0.211 4.978
C -2.036 -0.734 6.251
C -1.675 -2.053 6.507
C -1.170 -2.860 5.491
C -1.043 -2.354 4.217
H 2.382 -0.516 2.392
H 1.677 -2.084 2.808
H 1.222 -0.637 3.725
H -0.963 -3.195 -1.013
H -0.416 -5.555 -1.516
H 1.788 -6.467 -0.878
H 3.444 -5.035 0.264
H 2.931 -2.690 0.744
H 2.840 -1.592 -1.663
H 4.999 -0.434 -1.898
H 5.436 1.647 -0.644
H 3.642 2.682 0.704
H 1.438 1.572 0.875
H 0.478 2.016 2.868
H -0.139 4.398 2.955
H -2.420 5.121 2.355
H -4.147 3.444 1.800
H -3.540 1.047 1.709
H -2.196 0.811 4.772
H -2.416 -0.107 7.042
H -1.807 -2.459 7.498
H -0.901 -3.885 5.692
H -0.692 -2.980 3.406
C -6.222 -0.846 -0.700
C -4.832 -0.648 -0.757
N -3.691 -0.507 -0.804
H -6.585 -0.646 0.310
H -6.438 -1.885 -0.960
H -6.742 -0.188 -1.400
N -1.776 2.220 -3.764
C -0.777 2.063 -2.912
S -1.079 2.004 -1.225
N 0.506 1.921 -3.267
C 1.152 2.020 -4.501
C 2.372 1.332 -4.628
C 3.087 1.403 -5.803
C 2.606 2.162 -6.869
C 1.403 2.854 -6.744
C 0.675 2.790 -5.571
H -2.721 2.288 -3.417
H -1.643 2.239 -4.766
H 1.124 1.702 -2.489
H 2.730 0.728 -3.805
H 4.021 0.870 -5.903
H 3.174 2.223 -7.784
H 1.051 3.464 -7.564
H -0.211 3.399 -5.468
*
```

Results of the Mulliken charge analysis, in e, for atoms 1 through 6: number 1, Au, carries 0.357; number 2, C, carries -1.112; number 3, N, carries 0.330; number 4, P, carries 1.084; number 5, C, carries 0.879; number 6, C, carries -0.743

***

[3]
Formula: C22H28N6O3
Source: OMol25
Level of theory: ωB97M-V/def2-TZVPD

Structure (SMILES) = CCC[C@@H](c1nnnn1Cc1ccc(OC)cc1)N1CCN(C(=O)c2ccco2)CC1
Strongest force on any atom = 1.46 eV/Å
ΔE to the lowest compared entry with this formula, charge and spin = 431.60 kJ/mol
E_HOMO = -8.791 eV
E_LUMO = 0.55 eV

The geometry in ORCA input format:
```
! wB97M-V def2-TZVPD RIJCOSX def2/J DEFGRID3
* xyz 0 1
C -4.417 -3.591 -0.034
C -3.541 -3.050 1.091
C -3.223 -1.565 0.905
C -2.187 -1.301 -0.209
C -2.714 -0.260 -1.132
N -3.035 -0.444 -2.393
N -3.494 0.717 -2.839
N -3.476 1.597 -1.930
N -2.994 1.030 -0.820
C -2.814 1.779 0.393
C -1.433 2.375 0.492
C -0.708 2.289 1.675
C 0.541 2.864 1.774
C 1.103 3.531 0.682
O 2.342 4.051 0.881
C 2.971 4.724 -0.183
C 0.382 3.613 -0.505
C -0.877 3.043 -0.588
N -0.887 -0.870 0.313
C -0.286 -1.856 1.201
C 1.020 -1.301 1.764
N 1.944 -1.012 0.689
C 3.045 -1.790 0.549
O 3.282 -2.708 1.321
C 4.012 -1.510 -0.529
C 5.020 -2.352 -0.929
C 5.741 -1.667 -1.929
C 5.133 -0.456 -2.062
O 4.090 -0.350 -1.226
C 1.376 -0.082 -0.254
C 0.042 -0.614 -0.780
H -3.948 -3.441 -1.003
H -5.379 -3.083 -0.043
H -4.593 -4.655 0.102
H -4.065 -3.179 2.041
H -2.615 -3.625 1.143
H -4.157 -1.054 0.659
H -2.852 -1.141 1.840
H -2.071 -2.214 -0.820
H -3.004 1.126 1.245
H -3.563 2.579 0.371
H -1.128 1.773 2.526
H 1.111 2.809 2.688
H 2.399 5.602 -0.497
H 3.124 4.062 -1.041
H 3.938 5.043 0.202
H 0.783 4.121 -1.367
H -1.435 3.126 -1.510
H -0.076 -2.799 0.667
H -0.961 -2.068 2.029
H 0.819 -0.372 2.306
H 1.488 -2.030 2.426
H 5.203 -3.333 -0.543
H 6.594 -2.023 -2.470
H 5.340 0.386 -2.693
H 1.203 0.868 0.261
H 2.047 0.086 -1.091
H 0.221 -1.534 -1.365
H -0.384 0.134 -1.451
*
```

Results of the natural (NBO) charge analysis, in e, for atoms 1 through 6: number 1, C, carries -0.609; number 2, C, carries -0.395; number 3, C, carries -0.398; number 4, C, carries -0.105; number 5, C, carries 0.350; number 6, N, carries -0.307

***

[4]
Formula: C2H2F2OS
Source: OMol25
Level of theory: ωB97M-V/def2-TZVPD

Structure (SMILES) = O=CC(F)(F)S
Strongest force on any atom = 4.03 eV/Å
ΔE to the lowest compared entry with this formula, charge and spin = 105.92 kJ/mol
E_HOMO = -10.701 eV
E_LUMO = -0.05 eV

The geometry in ORCA input format:
```
! wB97M-V def2-TZVPD RIJCOSX def2/J DEFGRID3
* xyz 0 1
O 1.149 -2.176 -0.504
C 0.777 -1.153 0.004
C 1.576 0.114 0.137
F 1.271 0.584 1.644
F 2.905 0.020 -0.049
S 0.937 1.326 -0.984
H -0.256 -1.093 0.288
H 0.085 1.846 -0.099
*
```

Results of the natural (NBO) charge analysis, in e, for atoms 1 through 6: number 1, O, carries -0.460; number 2, C, carries 0.342; number 3, C, carries 0.471; number 4, F, carries -0.413; number 5, F, carries -0.287; number 6, S, carries 0.034

***

[5]
Formula: CH2N2O3S
Source: OMol25
Level of theory: ωB97M-V/def2-TZVPD

Structure (SMILES) = O=S1(=O)N=NCO1
Strongest force on any atom = 5.24 eV/Å
ΔE to the lowest compared entry with this formula, charge and spin = 221.63 kJ/mol
E_HOMO = -10.420 eV
E_LUMO = -0.09 eV

The geometry in ORCA input format:
```
! wB97M-V def2-TZVPD RIJCOSX def2/J DEFGRID3
* xyz 0 1
O -0.067 2.009 0.912
S 0.834 1.000 0.332
O 2.138 1.307 -0.014
N 0.597 -0.763 1.277
N -0.185 -1.378 0.645
C -0.711 -0.696 -0.621
O -0.034 0.343 -1.028
H -0.813 -1.565 -1.315
H -1.759 -0.258 -0.188
*
```

Results of the natural (NBO) charge analysis, in e, for atoms 1 through 6: number 1, O, carries -0.875; number 2, S, carries 2.163; number 3, O, carries -0.858; number 4, N, carries -0.140; number 5, N, carries -0.075; number 6, C, carries 0.019